Formula: C17H14ClN5S
Source: the OMol25 dataset
Level of theory: the ωB97M-V functional and the def2-TZVPD basis

Properties
ΔE to the lowest compared entry with this formula, charge and spin ... 0.00 kJ/mol
Structure (SMILES) ... S=c1[nH]nc(CCc2nc3ccccc3[nH]2)n1-c1cccc(Cl)c1
Largest force on an atom ... 0.0187 hartree/bohr
HOMO-LUMO gap ... 8.84 eV
2S+1 ... 1
HOMO ... -8.37 eV

```
38
Properties=species:S:1:pos:R:3:forces:R:3:mulliken_charge:R:1
S -2.560847 -3.120873 -0.803984 -0.51 -0.37 -0.27 -0.41
C -1.372779 -2.226651 -0.129610 0.18 -0.31 0.01 0.15
N -0.185448 -2.646456 0.381836 -0.66 0.65 -0.26 -0.08
N 0.552467 -1.615954 0.864275 0.44 0.42 0.39 -0.63
C -0.150833 -0.546724 0.659850 0.18 -0.20 0.28 0.63
N -1.338519 -0.854827 0.050546 0.44 -0.72 0.11 0.58
C -2.371003 0.033144 -0.336064 -0.44 0.36 -0.20 -0.93
C -3.420661 0.270311 0.539298 0.05 0.02 -0.09 0.04
C -4.436015 1.128014 0.147905 0.25 -0.05 -0.16 0.06
C -4.410057 1.738855 -1.097236 -0.05 -0.04 0.09 -0.36
C -3.358301 1.484227 -1.959383 0.03 0.00 0.02 -0.87
C -2.333741 0.631866 -1.586996 0.05 -0.11 0.15 0.02
H -1.520656 0.417573 -2.263403 0.08 -0.05 -0.05 0.51
H -3.339834 1.949763 -2.932285 -0.01 0.05 -0.08 0.39
H -5.210913 2.399778 -1.387595 -0.09 0.06 0.00 0.45
Cl -5.744383 1.434949 1.227661 -0.16 0.04 0.12 -0.21
H -3.449348 -0.215333 1.502188 -0.01 -0.05 0.08 0.50
C 0.245170 0.842553 1.003950 0.14 0.16 -0.14 -1.14
H -0.664325 1.429717 1.145938 0.07 -0.05 0.07 0.40
C 1.094365 1.493780 -0.102307 -0.11 0.03 0.08 -0.33
C 2.534618 1.107995 -0.056490 0.06 0.09 -0.06 0.46
N 3.500576 1.908094 -0.403125 -0.34 0.50 -0.13 -0.82
C 4.658448 1.189978 -0.235866 -0.03 -0.76 0.24 0.60
C 5.984105 1.546227 -0.454863 -0.08 -0.05 0.03 -0.73
C 6.951863 0.600180 -0.190318 0.16 0.12 -0.05 -0.39
C 6.626584 -0.673421 0.281382 0.00 -0.14 0.05 -0.52
C 5.317303 -1.048540 0.506585 -0.03 -0.13 0.05 -0.74
C 4.339964 -0.103769 0.242046 0.46 0.49 -0.21 0.36
N 2.972430 -0.123318 0.343341 -0.06 0.03 0.04 0.06
H 2.389229 -0.884996 0.663783 0.00 -0.02 -0.04 0.23
H 5.064609 -2.033017 0.871388 0.02 -0.11 0.04 0.40
H 7.420222 -1.380201 0.473650 0.05 -0.06 0.02 0.38
H 7.991601 0.844825 -0.350567 0.08 0.03 -0.02 0.37
H 6.233910 2.529662 -0.818991 0.03 0.12 -0.05 0.42
H 1.052846 2.579168 -0.007326 0.03 -0.06 -0.05 0.29
H 0.681867 1.238343 -1.083058 -0.02 0.06 0.01 0.17
H 0.808781 0.833919 1.937863 -0.11 0.00 0.02 0.48
H 0.138132 -3.597216 0.437546 -0.10 0.07 -0.05 0.19
```
Forces are in eV/Å.



Formula: C50H76ClO22PS
Source: the OMol25 dataset
Level of theory: the ωB97M-V functional and the def2-TZVPD basis

Properties
Structure (SMILES) ... COCCCCCCCCCCCC1=C(S)C(=O)C(Cl)=C(P(=O)(O)O)C1=O.O=C1CCCO1.O=C1CCCO1.O=C1CCCO1.O=C1CCCO1.O=C1CCCO1.O=C1CCCO1.O=C1CCCO1.O=C1CCCO1
Largest force on an atom ... 0.0470 hartree/bohr
HOMO-LUMO gap ... 8.23 eV
2S+1 ... 1
HOMO ... -9.42 eV

```
151
Properties=species:S:1:pos:R:3:forces:R:3:mulliken_charge:R:1
C -0.993255 3.148042 6.250421 -0.50 0.01 0.07 -0.70
O 0.390813 3.089344 6.107689 0.07 0.12 -0.01 -0.47
C 0.791937 3.187693 4.739686 0.17 -0.15 0.81 -0.08
C 1.391367 1.862406 4.297419 -0.22 0.47 -0.34 -0.35
C 2.448997 2.021472 3.216395 -0.61 0.09 0.07 -1.41
C 1.878874 2.633808 1.924145 0.76 -0.14 0.34 1.46
C 1.771106 1.679274 0.760545 -0.78 -0.04 0.17 -1.05
C 0.671354 0.625032 0.952799 0.05 0.19 -0.65 0.75
C -0.455606 0.721098 -0.082844 -0.40 -0.66 0.44 0.22
C -1.810084 1.019352 0.544404 0.10 0.36 0.14 -1.84
C -1.847489 2.394626 1.258537 0.37 0.01 -1.06 0.84
C -2.879260 3.389481 0.681972 -0.31 -0.83 0.91 -1.11
C -3.636556 4.161420 1.783931 0.94 0.04 -1.01 -1.29
C -3.276188 5.607461 2.018515 0.10 -1.34 -0.84 0.47
C -3.793910 6.232504 3.048615 -0.21 0.22 1.14 0.94
S -4.911858 5.550112 4.206101 -0.76 0.56 0.68 -0.26
C -3.395264 7.639701 3.296384 0.77 -0.75 -0.31 -0.13
O -4.134177 8.479342 3.672268 -1.15 1.33 0.87 -0.51
C -1.949717 7.923737 2.975179 -0.29 0.96 1.62 0.94
Cl -1.113315 8.992294 4.002254 -0.28 0.26 0.30 -0.15
C -1.414710 7.338230 1.951053 0.80 -1.52 -1.70 -0.26
P 0.302282 7.534941 1.412945 -0.16 0.24 -0.74 0.83
O 0.910976 8.787659 1.746850 0.72 1.51 0.88 -0.70
O 0.297272 7.391068 -0.160648 -0.27 -0.96 -0.20 -0.36
O 1.092752 6.275741 1.959298 -0.31 -0.38 0.22 -0.33
C -2.347717 6.417685 1.186784 0.35 0.33 1.53 -0.12
O -2.323268 6.430445 0.000500 -0.09 -0.59 -2.02 -0.55
H -1.269625 3.108315 7.291975 0.19 -0.07 0.46 0.33
H -1.411868 4.073310 5.859371 -0.04 0.32 -0.21 0.26
H -1.496530 2.318341 5.756613 -0.08 -0.27 -0.22 0.30
H -0.078659 3.464870 4.157676 -0.17 0.13 -0.39 0.11
H 1.510466 4.000669 4.690765 0.28 0.15 -0.15 0.18
H 1.770874 1.386447 5.189381 0.27 -0.21 0.22 0.47
H 0.579151 1.264033 3.906192 -0.20 -0.46 0.03 0.02
H 2.858727 1.044630 3.004509 0.37 -0.29 -0.12 0.38
H 3.229916 2.661238 3.612321 0.36 0.04 0.07 0.44
H 0.898660 3.043307 2.146230 -0.31 0.17 -0.07 -1.08
H 2.515384 3.447811 1.618161 0.20 0.49 -0.09 0.29
H 2.695880 1.161323 0.556532 0.57 0.13 0.05 0.66
H 1.536820 2.274708 -0.113845 0.06 0.02 -0.40 0.14
H 0.221845 0.691877 1.936206 0.04 0.03 0.37 -0.07
H 1.130452 -0.349870 0.881134 0.04 -0.38 0.10 -0.17
H -0.250442 1.434110 -0.866913 0.14 0.38 -0.18 0.02
H -0.535041 -0.228576 -0.591745 -0.08 -0.28 -0.27 -0.22
H -2.544269 0.972781 -0.247231 -0.40 0.16 -0.22 0.63
H -2.083808 0.238877 1.248371 0.02 -0.26 0.18 0.24
H -0.866856 2.817067 1.060745 0.29 0.23 0.26 -0.82
H -1.925259 2.284802 2.335082 -0.20 -0.04 0.24 0.43
H -2.402626 4.000840 -0.055045 0.14 0.57 -0.35 0.58
H -3.608682 2.808176 0.139391 -0.32 -0.14 -0.23 0.63
H -4.701245 4.038759 1.633629 -0.41 0.33 0.01 0.52
H -3.413894 3.645898 2.711474 -0.03 -0.09 0.31 0.32
H -4.554619 4.260130 4.268074 0.30 0.10 -0.43 0.19
H -0.004279 6.501404 -0.408765 -0.05 0.25 -0.52 0.22
H 0.588104 5.462295 1.843140 0.24 -0.44 0.14 0.18
O 0.838089 -0.169905 -2.866824 -0.15 0.19 -0.11 -0.51
C 0.761259 -1.350550 -3.020219 0.42 -0.03 0.16 0.47
O -0.280398 -2.087964 -2.558393 -0.01 -0.04 -0.09 -0.36
C -0.035695 -3.486324 -2.789844 0.01 -0.21 0.00 -0.06
C 0.978151 -3.532565 -3.925282 0.14 0.02 -0.04 -0.50
C 1.781836 -2.256729 -3.683066 -0.36 -0.38 -0.22 -0.45
H 0.353842 -3.926196 -1.869581 0.08 0.05 -0.01 -0.09
H -0.972279 -3.976272 -3.046829 -0.11 0.16 0.06 0.36
H 1.577428 -4.441246 -3.928619 -0.01 -0.01 0.10 0.25
H 0.463737 -3.466103 -4.885552 -0.03 -0.01 0.01 0.29
H 2.606474 -2.420063 -2.988127 0.00 0.09 0.03 0.24
H 2.146132 -1.816093 -4.606354 0.14 0.18 0.11 0.37
O 2.466700 -3.434433 -0.172117 -0.03 0.25 -0.12 -0.65
C 2.046636 -3.552704 0.944712 0.14 -0.35 0.00 0.38
O 2.136098 -2.568772 1.869331 -0.01 -0.04 -0.05 -0.34
C 1.642398 -3.041976 3.138101 -0.16 -0.08 0.15 -0.33
C 0.731653 -4.213978 2.800418 0.02 -0.12 0.00 -0.67
C 1.396551 -4.781084 1.549826 -0.34 0.50 0.29 0.18
H 2.496126 -3.338989 3.751070 0.03 -0.01 -0.04 0.26
H 1.112711 -2.235577 3.640010 0.11 0.16 -0.12 0.28
H 0.630077 -4.930165 3.611999 0.03 0.00 0.01 0.36
H -0.265005 -3.849246 2.550706 -0.01 0.01 0.02 0.30
H 2.171387 -5.508277 1.792792 -0.02 -0.07 -0.12 0.20
H 0.673569 -5.213976 0.868583 0.20 -0.16 -0.14 0.01
O 3.981039 4.039536 -2.112371 0.38 -0.02 0.51 -0.59
C 4.691586 4.365659 -1.203615 -0.07 0.17 -0.31 0.30
O 4.414595 4.057932 0.081199 0.06 -0.04 0.02 -0.21
C 5.394354 4.645712 0.957481 0.12 0.14 0.14 -0.38
C 6.612323 4.893048 0.082169 0.06 0.11 -0.18 -0.62
C 5.972907 5.173475 -1.279835 0.28 -0.33 0.46 -0.43
H 4.982188 5.572060 1.362308 -0.04 0.00 -0.02 0.27
H 5.598818 3.963304 1.778763 -0.18 -0.11 -0.04 0.29
H 7.249255 5.695045 0.448692 -0.06 0.04 0.04 0.35
H 7.215522 3.986297 0.022736 0.00 -0.01 0.01 0.28
H 5.717050 6.225595 -1.411234 -0.01 -0.01 -0.07 0.28
H 6.596891 4.832314 -2.100320 -0.17 0.13 -0.20 0.31
O -1.578525 -7.183488 2.359523 0.17 0.17 0.20 -0.63
C -0.969062 -7.862666 1.583527 -0.40 -0.08 -0.27 0.44
O 0.358530 -7.691958 1.355655 -0.04 -0.12 0.05 -0.31
C 0.783425 -8.577269 0.296805 0.19 -0.11 -0.08 -0.19
C -0.239964 -9.689893 0.264811 -0.25 -0.24 0.10 -0.55
C -1.514486 -8.966167 0.696590 0.94 -0.12 0.17 -0.12
H 0.811966 -8.013491 -0.637123 -0.03 0.03 0.02 0.14
H 1.783136 -8.945062 0.516748 0.07 0.21 0.09 0.36
H -0.307773 -10.172293 -0.703733 -0.04 0.10 0.05 0.23
H 0.015151 -10.452913 1.004247 0.04 0.06 0.05 0.30
H -2.034177 -8.515875 -0.147164 -0.14 -0.02 0.05 0.25
H -2.183665 -9.610803 1.247853 -0.23 0.16 -0.01 0.14
O -0.574173 10.626507 -5.445487 0.05 -0.15 -0.20 -0.59
C -0.685513 10.383213 -4.281640 -0.16 0.30 0.09 0.45
O -1.127811 9.189982 -3.816897 0.06 0.05 0.10 -0.33
C -1.256523 9.235334 -2.378789 0.01 -0.01 0.09 0.06
C -0.337028 10.359705 -1.931304 0.03 0.20 -0.06 -0.46
C -0.412044 11.321259 -3.118372 0.20 -0.48 0.38 -0.43
H -2.302893 9.428255 -2.131532 -0.01 0.03 -0.05 0.18
H -0.968013 8.278563 -1.959778 -0.07 -0.09 -0.18 -0.01
H -0.629619 10.801040 -0.981430 -0.05 -0.04 0.02 0.37
H 0.681645 9.984100 -1.825144 -0.03 -0.04 0.04 0.26
H -1.245205 12.019570 -3.028509 0.03 0.06 -0.08 0.26
H 0.517413 11.861405 -3.270353 -0.11 0.17 -0.18 0.30
O -0.475720 -10.117898 -2.818739 0.12 -0.04 0.16 -0.58
C 0.577398 -9.855275 -3.315848 -0.13 0.21 -0.44 0.54
O 1.687550 -9.510978 -2.601669 -0.20 -0.14 -0.19 -0.30
C 2.750070 -9.143382 -3.504310 0.18 0.00 -0.09 -0.43
C 2.406802 -9.812733 -4.826962 -0.08 0.00 -0.12 -0.49
C 0.881925 -9.802003 -4.801247 0.57 -0.18 0.08 -0.51
H 2.776055 -8.054456 -3.581736 -0.04 0.00 0.00 0.21
H 3.697465 -9.489807 -3.099936 -0.07 0.01 0.20 0.31
H 2.840023 -9.308612 -5.687994 0.02 0.07 0.05 0.33
H 2.766490 -10.842208 -4.825395 0.03 0.00 0.02 0.27
H 0.473756 -8.875979 -5.208268 -0.11 -0.04 0.00 0.27
H 0.453741 -10.658794 -5.311799 -0.26 0.10 0.01 0.32
O -1.279292 2.519978 -3.241308 -0.13 -0.01 0.28 -0.63
C -0.281522 2.910976 -3.770108 -0.11 0.09 -0.08 0.49
O 0.729472 3.497443 -3.085840 0.09 0.09 -0.21 -0.16
C 1.752669 3.956977 -4.007596 0.07 -0.29 -0.15 -0.25
C 1.547101 3.120143 -5.261060 -0.13 -0.04 -0.15 -0.63
C 0.039541 2.878849 -5.250498 0.60 -0.12 0.04 -0.55
H 1.604131 5.019838 -4.193425 -0.14 0.12 0.00 0.30
H 2.728795 3.809122 -3.562561 -0.36 0.01 0.03 0.30
H 1.912185 3.607120 -6.162791 0.00 0.08 0.01 0.40
H 2.067499 2.166553 -5.157475 0.02 0.02 0.04 0.22
H -0.507741 3.681647 -5.746850 -0.09 -0.05 0.01 0.31
H -0.227298 1.917689 -5.680077 -0.27 0.05 0.02 0.30
O -4.183359 -9.734622 0.027986 -0.04 -0.24 -0.10 -0.59
C -5.053449 -10.023912 0.792500 -0.31 0.29 -0.22 0.62
O -5.260066 -11.289951 1.230256 0.01 0.02 0.09 -0.35
C -6.440223 -11.341162 2.052359 -0.12 0.04 0.14 -0.45
C -6.643422 -9.916009 2.548726 -0.05 0.13 -0.05 -0.49
C -6.096833 -9.093709 1.382993 -0.01 -0.29 0.54 -0.44
H -7.273512 -11.691320 1.439616 0.01 0.02 -0.03 0.27
H -6.281282 -12.046714 2.863712 0.14 -0.09 -0.10 0.31
H -7.677173 -9.692922 2.804116 -0.03 -0.06 -0.04 0.32
H -6.034096 -9.742812 3.436395 0.00 -0.02 0.01 0.27
H -6.858038 -8.896533 0.627121 0.06 0.06 -0.05 0.28
H -5.642367 -8.163927 1.711868 0.04 0.09 -0.26 0.27
```
Forces are in eV/Å.